Below is 2 unconnected molecules or ions with the total composition C26H36N3O7, with properties calculated with wB97M-V/def2-TZVPD.

```
! RIJCOSX wB97M-V def2-TZVPD def2/J DEFGRID3
* xyz -1 1
C 3.47572 -2.56777 4.22848
C 1.97237 -2.38268 4.29306
O 1.64383 -1.05612 3.97874
C 0.29265 -0.82657 4.02276
C -0.15470 0.53456 3.89435
C -1.63232 0.82684 3.89360
C -2.41315 -0.05968 2.88506
C -3.92756 0.21236 2.92902
C -4.47586 0.04552 4.35741
C -3.74000 0.98392 5.32796
C -2.22792 0.70303 5.32070
C 0.76156 1.64418 3.91222
O 0.31762 2.78918 3.85847
O 2.10245 1.36945 4.02126
C 2.91050 2.52081 4.06158
C 4.37027 2.12510 3.92306
O -0.52562 -1.73139 4.17973
H 3.78877 -3.56857 4.53022
H 3.83691 -2.38025 3.21553
H 3.97042 -1.84255 4.87820
H 1.43433 -3.03714 3.59319
H 1.57779 -2.58119 5.29918
H -1.76034 1.87479 3.57129
H -2.00975 0.08926 1.87390
H -2.22691 -1.11181 3.12777
H -4.12162 1.23178 2.57590
H -4.45787 -0.44815 2.23101
H -5.56253 0.20861 4.38930
H -4.31636 -0.99104 4.67955
H -3.91072 2.02378 5.02648
H -4.14876 0.89696 6.34216
H -2.03684 -0.30907 5.69606
H -1.69524 1.38219 6.00025
H 2.58308 3.19377 3.25636
H 2.71018 3.02824 5.01497
H 5.05581 2.96354 4.06331
H 4.61961 1.35715 4.65875
H 4.54713 1.69002 2.93658
C -3.53186 2.07997 -1.98997
C -2.04603 1.88663 -1.75627
O -1.65929 0.53180 -1.71801
C -0.29389 0.44026 -1.60286
C 0.24977 -0.91824 -1.54076
C 1.49398 -1.26860 -1.15697
C 1.93506 -2.68322 -1.25774
N 2.44532 -0.36560 -0.72485
N 3.62078 -0.73460 -0.68516
C 4.62070 0.14189 -0.31706
N 5.80736 -0.00055 -1.02298
C 6.94673 0.80968 -0.94240
C 8.00486 0.59067 -1.82088
C 9.12774 1.37962 -1.77250
C 9.21886 2.39977 -0.84733
C 8.17843 2.63240 0.02914
C 7.05158 1.84610 -0.02000
O 4.46698 0.98279 0.54152
O 0.42582 1.42003 -1.57947
H -3.81491 3.13471 -2.00482
H -3.83319 1.64077 -2.94100
H -4.11352 1.59037 -1.20922
H -1.45135 2.36338 -2.54880
H -1.72647 2.32807 -0.80152
H -0.41935 -1.69536 -1.86404
H 1.10564 -3.36538 -1.45050
H 2.66758 -2.79825 -2.05815
H 2.42044 -2.98500 -0.32996
H 5.79960 -0.73047 -1.73142
H 7.92393 -0.20284 -2.54204
H 9.93724 1.19784 -2.46073
H 10.10592 3.00989 -0.80613
H 8.24566 3.43144 0.74926
H 6.23399 2.02290 0.65502
*
```

Properties
HOMO-LUMO gap: 3.741 eV
E_HOMO: -0.109 Ha

=====

Below is 2 unconnected molecules or ions with the total composition C4H14NO, with properties calculated with wB97M-V/def2-TZVPD.

```
! RIJCOSX wB97M-V def2-TZVPD def2/J DEFGRID3
* xyz 1 1
C -0.55912 -1.91946 -0.42436
O -1.04861 -3.07379 0.22291
C 0.16482 -2.37566 -1.68127
H -1.37926 -1.26338 -0.72418
H 0.14967 -1.38442 0.22369
H -1.42880 -2.83275 1.07734
H -0.53356 -2.89810 -2.33290
H 0.60238 -1.53045 -2.21522
H 0.96089 -3.05791 -1.40475
C 0.14648 1.65792 -0.50653
C 1.01362 2.08190 0.66434
N 0.29888 3.13777 1.49146
H 0.62524 0.83165 -1.01752
H -0.85648 1.38360 -0.17214
H 0.02740 2.46047 -1.22895
H 1.23332 1.25074 1.32358
H 1.94120 2.54498 0.33564
H -0.15603 3.81081 0.86984
H 0.94531 3.64798 2.09590
H -0.43162 2.74040 2.08602
*
```

Properties
HOMO-LUMO gap: 8.954 eV
E_HOMO: -0.476 Ha

=====

Below is a molecular structure, C3H2O3, with properties calculated with wB97M-V/def2-TZVPD.

```
! RIJCOSX wB97M-V def2-TZVPD def2/J DEFGRID3
* xyz -1 2
C -1.66392 -0.61613 0.04238
C -1.37165 0.78399 0.11657
O -0.01663 1.03218 -0.09989
C 0.81970 -0.06753 -0.08347
O 0.14858 -1.16542 -0.03598
O 2.01560 0.09548 0.08298
H -2.07930 -0.98446 -0.90889
H -2.05179 -1.09719 0.95104
*
```

Properties
HOMO-LUMO gap (alpha / beta): 5.874 / 7.695 eV
E_HOMO (alpha / beta): -0.054 / -0.123 Ha

=====

Below is a molecular structure, C10H27KNO4, with properties calculated with wB97M-V/def2-TZVPD.

```
! RIJCOSX wB97M-V def2-TZVPD def2/J DEFGRID3
* xyz 1 1
K 11.83761 21.81869 -6.48112
C 13.79992 22.45145 -3.38424
O 13.82839 22.37655 -4.80642
C 15.07577 21.91108 -5.29762
C 15.21214 22.28178 -6.76640
N 14.35403 21.49861 -7.64279
C 14.24183 22.04073 -8.99929
C 13.13558 21.36043 -9.78341
O 11.86981 21.69632 -9.26144
C 10.81652 21.08549 -9.98339
H 14.17966 21.53358 -2.92864
H 12.76824 22.61075 -3.08000
H 14.40602 23.28876 -3.02759
H 15.17353 20.83309 -5.14018
H 15.90406 22.44822 -4.81931
H 16.27194 22.24340 -7.05324
H 14.92213 23.33360 -6.85653
H 14.69872 20.54668 -7.70914
H 15.17470 21.91362 -9.56387
H 14.04729 23.11214 -8.91834
H 13.30087 20.27178 -9.77326
H 13.21117 21.66476 -10.83704
H 10.99146 20.01185 -10.11488
H 10.69384 21.54352 -10.96941
H 9.89717 21.20895 -9.41505
C 14.09717 18.06603 -4.41821
C 12.68292 17.83435 -4.94869
O 12.30037 18.89330 -5.83905
H 14.12538 18.95047 -3.77864
H 14.79496 18.21687 -5.24214
H 14.41664 17.20218 -3.83840
H 11.98410 17.75336 -4.11578
H 12.64919 16.89949 -5.50998
H 11.45548 19.25065 -5.56366
C 7.24308 22.52991 -8.37447
C 7.57003 21.41367 -7.41754
O 8.83465 21.72058 -6.79630
H 7.94927 22.54872 -9.20787
H 7.31127 23.50233 -7.88543
H 6.23751 22.41441 -8.77291
H 7.64161 20.46574 -7.95838
H 6.79299 21.31888 -6.65629
H 9.06434 20.98462 -6.22147
*
```

Properties
HOMO-LUMO gap: 9.511 eV
E_HOMO: -0.458 Ha

=====

Below is C3H7N3O2 in the gas phase, with properties calculated with wB97M-V/def2-TZVPD.

```
! RIJCOSX wB97M-V def2-TZVPD def2/J DEFGRID3
* xyz 0 1
C -2.44938 -0.78565 0.06865
C 0.93940 -1.34666 -0.17414
C -1.08213 1.14113 -0.30392
H -3.07494 -0.45379 -0.89869
H -2.23141 -1.94592 -0.02725
H -3.05054 -0.35861 1.07008
H 0.74826 -2.41453 -0.43263
H 1.21079 0.83857 0.36426
H -2.14612 1.41315 -0.60958
H -0.26872 2.90431 0.17791
N -1.04416 -0.24528 -0.20156
N 2.06785 -0.63713 -0.41715
N -0.10854 1.90353 0.04706
O 0.03885 -0.73332 0.65474
O 2.20607 0.58533 0.19700
*
```

Properties
HOMO-LUMO gap: 9.593 eV
E_HOMO: -0.335 Ha

=====

Below is 2 unconnected molecules or ions with the total composition C4H5NO2S, with properties calculated with wB97M-V/def2-TZVPD.

```
! RIJCOSX wB97M-V def2-TZVPD def2/J DEFGRID3
* xyz 0 1
C 1.46965 1.49452 0.22625
C 0.31020 1.21303 -0.57882
C 1.34326 0.72592 1.32864
C -0.34909 0.21884 0.12187
N -2.27086 -1.32219 0.72219
O 0.02397 -1.82514 -2.02768
O 0.21904 -0.00841 1.32407
S -1.78483 -0.55596 -0.53668
H 2.12510 2.19229 0.12645
H 0.13694 1.49109 -1.64407
H 1.83061 0.79596 2.22397
H -3.22674 -1.61899 0.44283
H 0.17276 -2.80095 -1.72900
*
```

Properties
HOMO-LUMO gap (alpha / beta): 6.529 / 6.529 eV
E_HOMO (alpha / beta): -0.308 / -0.308 Ha